Below is C18H41CeN2P3S2 as an isolated structure, with properties calculated with ωB97M-V/def2-TZVPD.

As for the multiplicity: 2. Its HOMO energy (alpha / beta) is -17.08 / -17.08 eV. As for the charge: +3. The calculation puts the frontier orbital gap (alpha / beta) at 6.4 / 5.4 eV. As for the energy relative to the best compared isomer or geometry (same formula, charge and spin): 205.7 kJ/mol.

Cartesian coordinates (Å):
Ce (-0.4838, 0.6493, -1.3010)
S (-2.6549, 1.9575, -1.9309)
S (-1.2937, -0.6476, 1.2250)
P (-2.5736, -1.3547, -1.9282)
P (1.3988, -1.5269, -1.9336)
P (1.7999, 1.4668, 0.4923)
N (0.6279, -2.4327, 1.7671)
N (0.5147, -0.6299, 3.1995)
C (-4.4612, 5.0450, -3.5630)
C (-1.3567, 4.9469, 1.1127)
C (2.3246, -1.1378, -3.4800)
C (1.4455, 2.8432, 1.6529)
C (-2.8105, -3.1042, -1.4417)
C (-3.8238, 4.2179, -2.6486)
C (-4.2824, 4.8555, -4.9419)
C (-4.2501, -0.7781, -1.4405)
C (-0.3654, 5.4088, 0.3412)
C (0.0330, -1.2673, 2.1043)
C (2.8198, -2.0752, -0.9194)
C (0.7494, -3.1723, -2.3903)
C (2.9778, 0.4866, 1.5175)
C (-3.1137, 3.0861, -3.1070)
C (2.9940, 2.2365, -0.7059)
C (-2.8333, 2.9533, -4.4862)
C (-3.4292, 3.8315, -5.3921)
C (-2.8715, -1.5314, -3.7252)
H (3.8561, 2.6717, -0.1685)
H (0.0808, 0.2506, 3.4791)
H (0.5673, 5.7720, 0.7893)
H (-1.2839, 4.9852, 2.2162)
H (0.2380, -2.9878, 1.0166)
H (-3.0562, -3.1595, -0.3729)
H (1.1925, 0.8727, -2.0128)
H (3.8430, 1.1039, 1.8085)
H (1.0855, -1.1254, 3.8880)
H (-3.6484, -3.5142, -2.0209)
H (1.6097, -3.7568, -2.7411)
H (0.6248, 3.4672, 1.2699)
H (1.2805, -2.8964, 2.3922)
H (-1.9098, -3.6966, -1.6391)
H (-2.3368, 4.6206, 0.7438)
H (3.2425, -2.9631, -1.4080)
H (-4.4904, -1.1442, -0.4357)
H (3.6020, -1.3052, -0.8796)
H (-4.7775, 5.5184, -5.6582)
H (1.6190, -0.9403, -4.2978)
H (2.4536, 0.1433, 2.4256)
H (2.9345, -2.0167, -3.7193)
H (0.3055, -3.6767, -1.5216)
H (1.1303, 2.4173, 2.6168)
H (2.5025, -2.3508, 0.0954)
H (-4.9771, -1.1536, -2.1678)
H (2.4606, 3.0100, -1.2854)
H (-3.8708, -1.9631, -3.8443)
H (-2.1582, 2.1659, -4.8150)
H (-0.4460, 5.5595, -0.7362)
H (2.9672, -0.2582, -3.3362)
H (0.0089, -3.0946, -3.1987)
H (-2.1166, -2.1785, -4.1836)
H (3.3265, 1.4659, -1.4253)
H (-5.0525, 5.8860, -3.1817)
H (-4.2890, 0.3206, -1.4453)
H (-2.8151, -0.5642, -4.2331)
H (3.3425, -0.3829, 0.9529)
H (-3.2725, 3.6926, -6.4644)
H (2.3340, 3.4743, 1.8131)
H (-3.9401, 4.3419, -1.5730)

Below is C18H41Cl4N5O19 as an isolated structure, with properties calculated with ωB97M-V/def2-TZVPD.

Its HOMO energy is -7.58 eV. The calculation puts the frontier orbital gap at 6.1 eV.

Cartesian coordinates (Å):
Cl (0.2542, 3.4680, -1.9535)
Cl (-3.6418, 1.9041, -1.5388)
Cl (1.7099, -3.1726, 0.7028)
Cl (3.2386, 0.5318, 2.3955)
O (-3.4486, 2.0104, 1.4584)
O (0.0516, -0.9122, 2.2360)
O (0.2126, -4.5345, -1.1455)
O (4.6123, 3.9206, -1.1880)
O (2.8336, 3.7157, -0.0980)
O (-5.6303, 1.8375, 1.1570)
O (-3.3312, -1.7588, -0.6042)
O (0.5831, 1.9568, 1.4603)
O (3.0591, 0.4602, -4.1724)
O (-3.6092, -0.9668, 4.7309)
O (-1.0884, 0.6172, 1.0320)
O (0.7116, -2.7197, -2.4775)
O (3.9711, 0.2207, -2.0818)
O (-2.7047, -1.2699, 1.4485)
O (-0.0022, -2.3151, -0.4705)
O (-1.5091, -0.4664, 4.8423)
O (1.8144, -0.0389, -2.6245)
O (0.6468, 0.8190, -0.4773)
O (1.5517, -1.2425, 3.8381)
N (0.7741, -0.5376, 3.1734)
N (-2.6150, -0.3939, 4.2940)
N (-3.2449, -2.0298, 0.5941)
N (3.4504, 3.5382, -1.1015)
N (-4.4170, 1.5171, 0.9429)
C (-1.2746, 2.7338, -2.3672)
C (-2.1879, 2.7382, -1.1542)
C (2.5855, -1.9616, 1.7364)
C (3.0314, 0.2916, -2.9104)
C (-1.7628, -0.3029, 0.2682)
C (1.9331, 2.4735, 1.3211)
C (0.3382, -3.2938, -1.3308)
C (2.8602, 2.9071, -2.3192)
C (4.2577, 0.6931, -4.8971)
C (0.0928, 1.1237, 0.5806)
C (-4.1697, 0.4145, -0.0607)
C (0.5832, 0.8553, 3.7501)
C (2.5383, -0.5519, 1.1732)
C (1.5627, -3.3930, -3.3506)
C (1.4603, -0.4037, -1.2408)
C (-3.9107, -3.3167, 0.9985)
C (-2.8008, 0.4524, 3.0681)
C (-0.6322, -2.5716, 0.7751)
H (-2.7742, 1.5130, 3.3181)
H (-1.9881, 0.1692, 2.3991)
H (-2.3078, 0.0566, -0.6047)
H (-3.1060, 0.1775, -0.0383)
H (3.6999, 2.6591, -2.9685)
H (-3.7030, 0.0687, 2.5916)
H (-0.2670, 0.7760, 4.4276)
H (-0.6761, -1.6677, 1.3827)
H (-1.6576, -2.9276, 0.6756)
H (-2.4405, 3.7910, -1.0275)
H (1.9652, 3.4197, 1.8613)
H (1.7839, 0.4725, -0.6789)
H (-0.1337, -3.3265, 1.3831)
H (-4.5021, -3.2604, 1.9124)
H (-2.6360, -0.6254, 0.8353)
H (-4.7960, -0.3472, 0.4036)
H (-1.0814, 1.7230, -2.7266)
H (2.5515, 1.7312, 1.8256)
H (0.4518, -0.7869, -1.0851)
H (1.9715, -1.3066, -0.9068)
H (2.2794, 1.9994, -2.1556)
H (-1.7242, 3.2207, -3.2327)
H (-3.1457, -4.0883, 1.0857)
H (2.1280, 3.5667, -2.7850)
H (1.4848, -0.3267, 1.0075)
H (4.1555, 0.9474, -5.9521)
H (-1.2435, -1.2275, 0.0161)
H (2.3101, -2.7557, -3.8231)
H (5.0323, -0.0731, -4.8657)
H (2.0254, -4.2901, -2.9391)
H (0.2483, 1.4588, 2.9064)
H (-4.6081, -3.4615, 0.1734)
H (-1.7976, 2.3176, -0.2274)
H (0.9706, -3.7521, -4.1923)
H (1.5846, 1.1782, 4.0348)
H (3.1151, -0.4654, 0.2524)
H (2.1909, 2.6241, 0.2727)
H (-4.5058, 0.6540, -1.0696)
H (2.0600, -1.9884, 2.6910)
H (3.5423, -2.4487, 1.9245)
H (4.8057, 1.5542, -4.5145)

Below is C18H41IrN2P3S2 as an isolated structure, with properties calculated with ωB97M-V/def2-TZVPD.

As for the multiplicity: 5. Its HOMO energy (alpha / beta) is -15.80 / -16.43 eV. As for the charge: +3. The calculation puts the frontier orbital gap (alpha / beta) at 7.5 / 4.3 eV. As for the energy relative to the best compared isomer or geometry (same formula, charge and spin): 0.0 kJ/mol.

Cartesian coordinates (Å):
Ir (0.0960, -0.9821, -0.1871)
S (0.7412, 1.1936, -0.6868)
S (0.1666, 0.1246, -3.4786)
P (-1.0167, -2.3177, -1.6677)
P (-1.5559, -0.9524, 1.4288)
P (2.0993, -2.0715, -0.1423)
N (0.5057, 3.3298, 0.8277)
N (1.4483, 1.5162, 1.8887)
C (3.1945, -1.7977, 1.2972)
C (-2.4307, -1.4190, -2.4058)
C (-3.2822, -0.8993, 0.8394)
C (3.1098, -1.5505, -1.5725)
C (-1.4893, -2.4050, 2.5482)
C (-0.0661, -3.0144, -3.0742)
C (0.1004, 0.0974, -7.4549)
C (-1.7239, -3.8018, -0.8558)
C (-1.4996, 0.4669, 2.5693)
C (0.8937, 2.0502, 0.7792)
C (-1.4556, 1.1702, -5.3778)
C (-1.7780, 1.4418, -6.6992)
C (1.9350, -3.8906, -0.2074)
C (0.4473, -0.1722, -6.1390)
C (-0.3211, 0.3756, -5.0699)
C (-1.6758, 3.4736, -1.9046)
C (-1.0009, 0.9216, -7.7440)
C (-2.4340, 3.2851, -0.8174)
H (0.9858, -2.7121, -3.0396)
H (3.6734, -0.6530, -1.2857)
H (-2.4859, -3.5375, -0.1149)
H (1.7264, 2.1350, 2.6447)
H (0.7009, -0.3223, -8.2654)
H (2.9175, -4.3391, -0.0065)
H (3.9195, -2.6221, 1.3614)
H (3.8184, -2.3496, -1.8320)
H (-3.3962, -0.1288, 0.0676)
H (-2.3815, -1.4991, -3.4972)
H (-2.1065, 0.2236, 3.4525)
H (-2.0503, 3.2348, -2.9068)
H (-0.0117, 3.7316, 0.0490)
H (-2.1224, 3.5641, 0.1982)
H (1.3205, -0.7704, -5.8836)
H (-2.3883, -0.3537, -2.1506)
H (-2.1448, -2.2203, 3.4102)
H (-3.6105, -1.8644, 0.4366)
H (-0.4696, 0.6789, 2.8826)
H (-2.1854, -4.4321, -1.6279)
H (-0.1228, -4.1109, -3.0592)
H (-0.4831, -2.6467, -4.0187)
H (-3.4392, 2.8533, -0.9021)
H (1.9261, 0.6219, 1.8236)
H (2.6047, -1.7798, 2.2223)
H (2.4925, -1.3000, -2.4447)
H (3.7353, -0.8497, 1.1867)
H (-0.9339, -4.3772, -0.3587)
H (-0.4614, -2.5394, 2.9080)
H (0.5385, -1.3106, 1.3155)
H (-1.8084, -3.3180, 2.0294)
H (1.5755, -4.2299, -1.1860)
H (-1.2388, 1.1684, -8.7799)
H (-0.6680, 3.9046, -1.8839)
H (-3.3788, -1.8436, -2.0527)
H (0.4494, 3.7997, 1.7236)
H (-2.0269, 1.5804, -4.5474)
H (-3.9362, -0.6412, 1.6844)
H (1.2328, -4.2230, 0.5683)
H (-2.6362, 2.0792, -6.9237)
H (-1.9167, 1.3563, 2.0809)

Below is a 10-piece molecular cluster, C18H42BF4N4O5 overall, with properties calculated with ωB97M-V/def2-TZVPD.

Its HOMO energy is -7.74 eV. As for the charge: -1. The calculation puts the frontier orbital gap at 10.0 eV. As for the energy relative to the best compared isomer or geometry (same formula, charge and spin): 233.6 kJ/mol.

Cartesian coordinates (Å):
F (0.7009, -0.9084, -0.2253)
F (1.2469, 1.1526, 0.5277)
F (-0.2911, -0.1024, 1.6027)
F (1.8979, -0.6264, 1.6467)
O (-1.6281, 0.7946, -1.0163)
O (-2.0191, -2.4624, -5.3143)
O (3.1019, 4.2946, -2.6723)
O (1.8899, -2.3614, 3.8827)
O (-3.9171, -1.1224, -1.0653)
N (0.4059, -6.6284, 0.4457)
N (-0.4281, 2.9336, -4.2483)
N (7.2709, 0.9026, -0.0963)
N (-1.5141, -0.6524, 6.7347)
C (0.1819, -3.9634, 0.2347)
C (1.6689, 4.5466, -0.7453)
C (1.9879, -0.6884, 5.6857)
C (6.1399, 0.8936, -0.3693)
C (-2.1871, 0.6656, 4.4847)
C (2.5969, 5.1566, -1.7353)
C (-1.8101, -0.0764, 5.7987)
C (1.1249, 1.1846, -3.0333)
C (0.3539, -5.4994, 0.3517)
C (-3.5801, -3.4224, -0.3283)
C (-3.2621, -1.8894, -0.1023)
C (-1.1201, -1.6304, -3.2523)
C (-2.9101, 2.7886, -0.9933)
C (-1.8091, 1.9526, -0.2493)
C (1.1139, -1.4974, 4.6357)
C (-2.1171, -2.4854, -3.8803)
C (0.1769, 2.2066, -3.6093)
C (4.6509, 0.9156, -0.7563)
B (0.9419, -0.1804, 0.9237)
H (-3.1311, 0.7986, 4.4717)
H (-4.5881, -3.6584, -0.4003)
H (-1.9691, -3.4254, -3.8773)
H (3.9559, 0.8116, 0.0237)
H (-0.7581, 0.5736, -0.7963)
H (-0.8111, -3.7904, -0.1023)
H (4.5689, 0.2606, -1.5653)
H (3.9109, 4.5276, -2.9943)
H (-3.8261, 2.2096, -1.0473)
H (-0.1431, -1.9064, -3.6603)
H (-2.6001, 3.2026, -1.9563)
H (2.1509, 3.6076, -0.1153)
H (-3.0491, -3.5874, -1.2923)
H (-3.1741, -3.9394, 0.5667)
H (-1.3101, -1.6034, -2.2313)
H (2.6779, -0.1854, 5.0897)
H (-3.5321, -1.6954, 0.8657)
H (4.5469, 1.9156, -1.0603)
H (0.3099, -0.8904, 4.0627)
H (2.6179, -1.2864, 6.2327)
H (3.3669, 5.3596, -1.2583)
H (-2.1201, 1.8206, 1.0437)
H (0.9699, 3.9386, -1.4473)
H (-1.8901, -0.1134, 3.6097)
H (1.9599, -1.7994, 3.1467)
H (-3.0591, -2.1654, -3.5293)
H (-0.8461, 2.5516, -0.3483)
H (1.4899, 0.0016, 6.3387)
H (2.2729, 6.0886, -2.2813)
H (1.2519, 5.2566, -0.0583)
H (-3.0601, 3.7976, -0.4333)
H (-3.6031, -0.3084, -1.2173)
H (0.3759, -2.1414, 5.1447)
H (0.3719, -3.4444, 1.2807)
H (0.6389, 0.2896, -2.5433)
H (-2.0751, -1.7814, -0.2473)
H (1.5279, 1.3816, -2.1303)
H (1.7749, 0.6886, -3.6713)
H (-1.3471, 1.5876, 4.1767)
H (1.0729, -3.6054, -0.0743)
H (-2.6451, -2.9854, -5.6123)
H (-1.1321, -0.5474, -3.3653)

Below is a 3-piece molecular cluster, C18H42ClNO8S2Si overall, with properties calculated with ωB97M-V/def2-TZVPD.

Its HOMO energy is -8.98 eV. Its SMILES is CCN(CC[Si@@H](CCCCl)C[C@@H](C)O)C(C)=O.CCOS(C)(=O)=O.CCOS(C)(=O)=O. The calculation puts the frontier orbital gap at 9.5 eV. As for the energy relative to the best compared isomer or geometry (same formula, charge and spin): 0.0 kJ/mol.

Cartesian coordinates (Å):
Cl (1.3295, 2.2030, -1.6471)
S (3.5636, -0.5005, 6.9738)
S (-1.8929, 2.8693, 3.5726)
Si (0.1221, -2.0963, -3.0191)
O (3.7284, 0.9003, 7.2238)
O (-1.0891, 1.7970, 4.0881)
O (-2.7584, 2.6120, 2.4647)
O (-0.9489, 4.0972, 3.2557)
O (4.1244, -1.0697, 5.7874)
O (-1.4190, 3.0968, -5.0228)
O (2.0250, -0.8610, 7.0700)
O (-0.5932, -4.9602, -4.5194)
N (-2.2508, 1.0630, -4.3138)
C (-0.1851, -3.8756, -2.4632)
C (1.0895, -0.4197, 4.8228)
C (-1.2412, -0.0280, -4.3541)
C (0.6763, -6.2752, -2.8547)
C (1.1970, -1.1333, -1.8104)
C (-1.8793, 2.0186, -5.2910)
C (2.2349, -0.2168, -2.4848)
C (1.0999, -0.0557, 6.2882)
C (0.3685, -4.8954, -3.4637)
C (-2.0972, 1.5854, -6.7212)
C (2.6200, 0.9636, -1.6002)
C (-2.4140, 1.6524, -2.9706)
C (0.2383, 3.8385, 2.4564)
C (-2.8114, 3.6134, 4.8726)
C (-3.6733, 1.1060, -2.2875)
C (-0.0683, 3.6662, 0.9874)
C (4.1004, -1.4269, 8.3688)
C (-1.4801, -1.1678, -3.3673)
H (1.3385, 0.9970, 6.4417)
H (3.5213, 1.4484, -1.9695)
H (-4.5526, 1.6357, -2.6600)
H (0.8790, -2.1425, -4.3032)
H (-0.6573, 4.5061, 0.6173)
H (0.4140, -6.3256, -1.7985)
H (-2.1395, 3.8291, 5.6983)
H (2.7545, 0.6485, -0.5661)
H (3.6473, -1.0083, 9.2627)
H (0.7512, 2.9680, 2.8672)
H (-1.1255, 1.3550, -7.1668)
H (0.8573, 3.6049, 0.4192)
H (-0.2399, 0.4099, -4.2300)
H (-1.2771, -0.4565, -5.3595)
H (-3.2748, 4.5194, 4.4920)
H (-0.3063, -5.6345, -5.1493)
H (-2.7100, 0.6876, -6.7722)
H (2.0333, -0.1614, 4.3431)
H (1.7400, -1.8480, -1.1821)
H (1.7347, -6.5159, -2.9702)
H (-2.5055, 2.7302, -3.0763)
H (-1.2651, -4.0486, -2.4069)
H (3.1439, -0.7746, -2.7259)
H (0.8696, 4.7069, 2.6304)
H (-3.5710, 2.8940, 5.1704)
H (1.3020, -4.4956, -3.8843)
H (3.8121, -2.4648, 8.2275)
H (-3.8203, 0.0575, -2.5486)
H (-0.6365, 2.7552, 0.8042)
H (-1.5316, 1.4353, -2.3584)
H (0.1314, -0.2484, 6.7443)
H (5.1834, -1.3347, 8.4066)
H (-2.5464, 2.4087, -7.2728)
H (-1.8413, -0.7974, -2.4052)
H (0.1158, -7.0462, -3.3896)
H (0.2493, -4.0547, -1.4768)
H (1.8563, 0.2027, -3.4204)
H (0.9329, -1.4908, 4.6923)
H (-3.6143, 1.2104, -1.2031)
H (0.2849, 0.1326, 4.3395)
H (0.5712, -0.5275, -1.1460)
H (-2.2245, -1.8680, -3.7563)

Below is a 3-piece molecular cluster, C18H42FN4O7 overall, with properties calculated with ωB97M-V/def2-TZVPD.

Its HOMO energy is -4.35 eV. As for the charge: -1. The calculation puts the frontier orbital gap at 6.2 eV.

Cartesian coordinates (Å):
F (6.1067, 5.6743, -2.5742)
O (-0.9803, -0.3977, 2.6464)
O (1.1433, 0.9729, -1.2118)
O (-6.7037, -4.9333, -0.5390)
O (6.4808, 7.3708, -0.5691)
O (8.7847, 2.4028, -2.7449)
O (8.2198, 6.1598, 0.1836)
O (-5.1845, -1.1868, 1.6572)
N (7.8606, 4.3593, -1.8325)
N (-7.6617, -3.1011, 1.5865)
N (4.7528, 3.6337, -1.4226)
N (-0.4789, -1.4479, -0.0803)
C (7.5760, 3.0632, -2.4056)
C (9.6495, 2.2505, -1.6335)
C (1.5507, -0.3771, -1.2105)
C (6.7378, 5.1712, -1.4124)
C (-2.2888, 0.0625, 2.3562)
C (-0.7587, -1.7618, 2.3268)
C (5.7055, 4.3906, -0.6074)
C (0.8793, 1.5382, 0.0579)
C (7.2208, 6.3826, -0.5133)
C (4.3764, 2.3257, -0.9093)
C (-8.0603, -4.5592, -0.3400)
C (0.1697, -1.9061, 1.1415)
C (-6.5362, -0.8053, 1.4856)
C (0.3977, -1.3732, -1.2456)
C (-4.6854, -2.0927, 0.6847)
C (-6.2522, -5.9745, 0.3023)
C (-8.1590, -3.1572, 0.2189)
C (-7.5375, -1.7542, 2.1342)
H (7.0411, 2.4416, -1.6816)
H (10.2383, 1.3434, -1.7916)
H (9.0918, 2.1366, -0.7005)
H (10.3307, 3.0966, -1.5452)
H (7.0178, 3.1074, -3.3490)
H (-0.8733, -0.5307, 0.0861)
H (-7.6088, -2.4914, -0.4604)
H (-7.2600, -1.8548, 3.1863)
H (1.1099, 2.6017, 0.0011)
H (8.3548, 4.8824, -2.5496)
H (1.0913, -1.3530, 1.3678)
H (-6.7497, -0.6351, 0.4236)
H (-9.2085, -2.8477, 0.2134)
H (4.3332, 1.5971, -1.7209)
H (-2.4677, 0.1294, 1.2776)
H (-5.1719, -1.9497, -0.2831)
H (5.1568, 5.1151, -0.0028)
H (5.0535, 3.5815, -2.3809)
H (-0.1757, 1.4405, 0.3346)
H (1.4958, 1.0878, 0.8403)
H (-5.2493, -6.2423, -0.0250)
H (5.0879, 1.9593, -0.1590)
H (-4.8079, -3.1340, 0.9970)
H (-3.6180, -1.9059, 0.5651)
H (-8.5560, -4.5859, -1.3148)
H (-8.5662, -5.2724, 0.3175)
H (-0.2263, -1.1218, -2.1068)
H (0.8073, -2.3718, -1.4316)
H (3.3905, 2.3628, -0.4397)
H (-6.8949, -6.8568, 0.2216)
H (6.2690, 3.7459, 0.0773)
H (-6.7562, -3.5512, 1.6240)
H (-6.2072, -5.6664, 1.3527)
H (-0.2993, -2.2349, 3.2002)
H (-6.6382, 0.1627, 1.9838)
H (2.2390, -0.5658, -0.3770)
H (0.4327, -2.9622, 1.0246)
H (-1.7072, -2.2712, 2.1289)
H (-3.0484, -0.5800, 2.8024)
H (-2.3785, 1.0609, 2.7812)
H (2.1279, -0.5162, -2.1289)
H (-8.5248, -1.2816, 2.1114)

no.,largest force on an atom (Eh/bohr)
1,0.043
2,0.356
3,0.047
4,0.214
5,0.012
6,0.014